# I2O4S2

A structure of composition I2O4S2 at a distorted geometry (ωB97M-V/def2-TZVPD, OMol25).

Properties
energy above the lowest of the compared OMol25 structures with the same formula, charge and spin	10.0	kcal per mole
largest force on an atom	3.977	eV Å⁻¹
E_HOMO	-9.638	eV
lowest unoccupied orbital energy	-2.1	eV
net charge	0

Geometry (Å):
1 O -0.141 0.946 2.993
2 O 0.945 0.516 0.781
3 O 0.090 -0.794 -1.860
4 O 1.537 -2.601 -1.300
5 S 0.155 1.374 1.693
6 S 1.360 -1.204 -1.303
7 I -1.764 1.886 -1.367
8 I -2.184 -0.124 0.362

***

# C12H9F4O7

A cluster of 2 separate species, C12H9F4O7 in total at a distorted geometry (ωB97M-V/def2-TZVPD, OMol25).

Properties
energy above the lowest of the compared OMol25 structures with the same formula, charge and spin	0.0	kcal per mole
largest force on an atom	3.959	eV Å⁻¹
E_HOMO	-3.574	eV
lowest unoccupied orbital energy	2.4	eV
net charge	-1

Geometry (Å):
1 F 0.453 -1.847 1.754
2 C -0.264 -0.709 1.822
3 C -0.038 0.213 2.787
4 F 0.831 -0.005 3.784
5 C -0.667 1.539 2.737
6 O -0.261 2.495 3.411
7 C -1.750 1.664 1.759
8 F -2.456 2.806 1.786
9 C -2.001 0.709 0.843
10 F -2.926 0.902 -0.108
11 C -1.401 -0.637 0.875
12 O -1.887 -1.620 0.305
13 C -0.903 0.083 -2.784
14 O -0.566 0.437 -1.414
15 C 0.268 -0.208 -0.632
16 C 1.221 0.681 0.111
17 O 2.272 0.358 0.626
18 O 0.756 1.963 0.116
19 C 1.722 2.927 0.553
20 C 0.874 -1.506 -1.069
21 O 2.052 -1.797 -0.979
22 O -0.040 -2.317 -1.643
23 C 0.388 -3.679 -1.804
24 H -1.772 0.706 -2.996
25 H -0.055 0.363 -3.420
26 H -1.141 -0.983 -2.850
27 H 1.224 3.893 0.478
28 H 2.029 2.718 1.584
29 H 2.592 2.882 -0.115
30 H -0.455 -4.199 -2.258
31 H 1.280 -3.725 -2.443
32 H 0.621 -4.107 -0.818

***

# C3H10N3O

A cluster of 2 separate species, C3H10N3O in total at a distorted geometry (ωB97M-V/def2-TZVPD, OMol25).

Properties
energy above the lowest of the compared OMol25 structures with the same formula, charge and spin	40.6	kcal per mole
largest force on an atom	1.144	eV Å⁻¹
E_HOMO	-12.973	eV
lowest unoccupied orbital energy	-3.0	eV
net charge	+1

Geometry (Å):
1 C -0.770 -0.328 1.910
2 C -1.141 -0.612 0.665
3 N -0.199 -1.032 -0.369
4 N -1.626 0.153 2.889
5 H 0.273 -0.313 2.217
6 H -2.167 -0.553 0.326
7 H -0.508 -0.720 -1.289
8 H 0.770 -0.567 -0.216
9 H -0.078 -2.044 -0.415
10 H -2.584 -0.145 2.757
11 H -1.320 -0.139 3.808
12 C 2.055 0.722 -1.785
13 N 0.945 1.279 -2.321
14 O 2.141 0.229 -0.667
15 H 2.922 0.757 -2.457
16 H 0.306 1.811 -1.749
17 H 0.981 1.501 -3.305

***

# C21H21N5OS

The molecule C21H21N5OS at a distorted geometry (ωB97M-V/def2-TZVPD, OMol25).

Properties
energy above the lowest of the compared OMol25 structures with the same formula, charge and spin	0.0	kcal per mole
largest force on an atom	3.001	eV Å⁻¹
SMILES	O=c1[nH]c2sccc2c(N[C@H]2CN3CCC2CC3)c1-c1nc2ccccc2[nH]1
E_HOMO	-7.824	eV
lowest unoccupied orbital energy	0.2	eV
net charge	0

Geometry (Å):
1 O -1.323 -3.662 -1.100
2 N 1.280 -0.472 -1.490
3 S -1.011 -4.021 3.841
4 C -0.923 -3.106 -0.086
5 C 0.294 -1.341 -1.419
6 C -0.060 -2.781 4.652
7 C 0.311 -1.811 3.716
8 C -0.203 -2.000 2.353
9 C -0.134 -1.871 -0.115
10 C -0.880 -3.165 2.300
11 C 0.101 -1.272 1.126
12 C 2.861 0.099 -4.804
13 C 2.071 -0.807 -5.560
14 C 2.675 0.257 -3.420
15 C 1.031 -1.525 -4.904
16 C 1.626 -0.409 -2.832
17 C 0.771 -1.260 -3.559
18 N -1.375 -3.599 1.094
19 N -0.137 -1.712 -2.676
20 N -0.009 3.300 0.958
21 N 0.678 -0.037 1.178
22 C -1.213 3.733 1.740
23 C -0.352 2.687 -0.345
24 C 0.829 2.363 1.742
25 C -2.060 2.458 2.133
26 C -1.472 1.633 -0.130
27 C -0.020 1.030 1.879
28 C -1.485 1.226 1.363
29 H 0.258 -2.768 5.698
30 H 0.915 -0.952 3.954
31 H 3.581 0.690 -5.324
32 H 2.302 -0.964 -6.614
33 H 3.308 0.869 -2.786
34 H 0.416 -2.224 -5.500
35 H -1.803 -4.526 1.064
36 H -0.790 -2.505 -2.812
37 H 1.024 0.207 0.243
38 H -1.807 4.445 1.144
39 H -0.889 4.290 2.625
40 H 0.589 2.261 -0.772
41 H -0.707 3.473 -1.010
42 H 1.032 2.740 2.739
43 H 1.822 2.207 1.291
44 H -2.037 2.282 3.206
45 H -3.132 2.524 1.859
46 H -2.433 2.070 -0.356
47 H -1.318 0.733 -0.783
48 H -0.090 0.861 2.946
49 H -2.113 0.356 1.555

***

# C3H14NO3

A cluster of 4 separate species, C3H14NO3 in total at a distorted geometry (ωB97M-V/def2-TZVPD, OMol25).

Properties
energy above the lowest of the compared OMol25 structures with the same formula, charge and spin	119.7	kcal per mole
largest force on an atom	7.325	eV Å⁻¹
2S+1	2
<S²>	0.7561
E_HOMO (spin up / spin down)	-17.236 / -16.712	eV
lowest unoccupied orbital energy (spin up / spin down)	-10.8 / -14.0	eV
net charge	+2

Geometry (Å):
1 C 2.944 1.676 0.485
2 C 3.101 0.546 -0.524
3 C 1.821 0.383 -1.329
4 N 0.775 -0.478 -0.716
5 H 2.890 2.656 0.029
6 H 1.971 1.508 1.007
7 H 3.732 1.742 1.258
8 H 4.026 0.641 -1.140
9 H 1.310 1.391 -1.390
10 H 0.741 -1.416 -1.174
11 H 1.053 -0.744 0.261
12 H 2.028 -0.017 -2.350
13 H 3.036 -0.643 0.872
14 H 3.308 -1.583 2.114
15 O 2.617 -1.025 1.676
16 H -4.403 -2.421 -0.311
17 H -4.746 -1.002 -0.042
18 O -4.003 -1.612 -0.226
19 H -6.447 1.052 0.592
20 H -5.074 1.531 0.007
21 O -5.620 0.765 0.235

***

# C6H13N2OS

The ion C6H13N2OS with charge +1 at a distorted geometry (ωB97M-V/def2-TZVPD, OMol25).

Properties
energy above the lowest of the compared OMol25 structures with the same formula, charge and spin	60.8	kcal per mole
largest force on an atom	4.571	eV Å⁻¹
E_HOMO (spin up / spin down)	-12.254 / -12.254	eV
lowest unoccupied orbital energy (spin up / spin down)	-4.4 / -4.4	eV
net charge	+1

Geometry (Å):
1 C 0.569 -0.780 1.175
2 C -2.093 0.682 0.631
3 C 0.183 -0.016 -0.099
4 C 0.412 -1.704 -0.021
5 C 1.663 2.009 -0.407
6 C 1.232 0.637 -0.988
7 N -1.071 0.690 -0.152
8 N -0.825 -2.349 -0.118
9 O 1.554 -2.205 -0.620
10 S -3.327 1.923 0.255
11 H 1.491 -0.630 1.620
12 H -0.242 -0.927 1.899
13 H -2.250 -0.068 1.443
14 H 2.154 2.735 -1.139
15 H 2.136 1.877 0.509
16 H 0.668 2.576 -0.317
17 H 2.192 -0.004 -0.997
18 H 0.953 0.826 -2.080
19 H -1.008 1.405 -0.873
20 H -1.158 -2.966 0.724
21 H -0.939 -2.841 -1.017
22 H 1.363 -3.068 -0.989
23 H -3.657 2.200 1.560